Entry 1:
Entry from the Open Molecules 2025 dataset: a molecular structure, C28H25F2N6O7Zr (ωB97M-V with the def2-TZVPD basis set).

XYZ file:
```
69
Properties=species:S:1:pos:R:3:mulliken_charge:R:1
Zr -0.3097 0.1412 0.3786 0.978
F -3.3323 -1.1554 0.0788 -0.357
F -2.6004 0.4619 1.4625 -0.237
O 1.4080 -2.6481 -2.2617 -0.721
O 1.5229 -6.8659 2.6983 -0.736
O 0.1058 0.1451 2.4053 -0.413
O 0.0310 -1.2081 -1.2757 -0.453
O 2.4125 -6.8163 0.6168 -0.724
O -0.3508 2.2146 0.7386 -0.280
O -3.3289 2.3847 -0.1830 -0.562
N -1.9115 0.9812 -1.4182 0.650
N 2.0899 -0.2191 0.5154 0.448
N -2.8396 1.4029 -3.4522 0.148
N 0.1059 -2.3943 0.9847 0.509
N -1.0254 -0.0416 -3.3572 -0.173
N 1.0529 1.3252 -1.3572 0.804
C -3.5906 2.2397 -2.5557 -0.431
C 2.9797 0.1485 -0.5994 -1.176
C 0.4834 -0.7186 4.5553 -0.533
C 2.6952 -0.7264 1.5253 -0.406
C 0.3974 -4.3435 2.3358 -1.340
C -2.9825 1.3647 -4.8841 -1.148
C -0.9546 5.7136 -1.3761 -0.824
C -2.2993 -0.8283 0.9323 0.310
C -1.5032 5.5250 -0.0962 -0.494
C 1.2529 -1.4661 5.4156 -0.452
C 2.4798 -2.0070 5.0074 -0.759
C -1.8988 0.7460 -2.7403 -0.364
C -1.2889 4.3669 0.6070 -0.460
C 0.8866 -0.5068 3.2227 0.056
C -2.9583 1.8852 -1.2103 -0.270
C 0.9500 2.5300 -1.7590 -0.696
C 1.2803 -4.3068 0.1345 -0.963
C 1.7559 -6.3786 1.5778 0.443
C 2.9175 -1.7523 3.7300 -0.746
C 1.1311 -4.9777 1.3440 0.149
C -0.1780 4.7122 -1.9088 -0.613
C -0.5326 3.3070 0.0594 0.136
C 0.0317 3.5087 -1.2193 0.702
C 0.7748 -2.2906 -1.2873 0.026
C 2.1431 -1.0094 2.8270 0.861
C 0.7413 -3.0428 0.0022 0.572
C 2.1838 0.5473 -1.8328 -1.166
C -0.0871 -3.0634 2.1200 -0.153
H -0.4690 -0.6580 -2.7422 0.142
H 3.5717 1.0107 -0.2778 0.500
H 3.6643 -0.6707 -0.8357 0.623
H -2.3966 -1.5099 1.7831 0.227
H 1.8071 -4.7779 -0.6835 0.615
H -0.4709 -0.3052 4.8566 0.503
H 3.0670 -2.6119 5.6836 0.403
H 1.6341 2.8862 -2.5390 0.272
H 2.8240 1.1300 -2.5049 0.624
H -1.1659 -0.2732 -4.3234 0.210
H 3.8691 -2.1483 3.3926 0.375
H -0.6349 -2.5423 2.8954 0.678
H -3.9072 1.8712 -5.1502 0.373
H -1.1231 6.6345 -1.9181 0.398
H 0.2932 4.8411 -2.8787 0.389
H -3.4477 3.3058 -2.7499 0.307
H -4.6562 2.0053 -2.5496 0.349
H 0.9023 -1.6463 6.4248 0.390
H 1.8426 -0.3365 -2.3646 0.130
H 3.7645 -0.9424 1.4271 0.325
H -2.1117 6.3069 0.3426 0.397
H -2.1548 1.8660 -5.3955 0.319
H -1.7290 4.2033 1.5813 0.446
H 0.2396 -4.8597 3.2732 0.510
H -3.0532 0.3366 -5.2478 0.352
```

The calculation puts the total energy at -2184.341530 a.u. The energy above the lowest of the compared OMol25 structures with the same formula, charge and spin is 0.088 eV. The net charge is -1. The HOMO-LUMO gap comes out at 7.12 eV.

Entry 2:
Entry from the Open Molecules 2025 dataset: a molecular structure, C33H28Cl2MoN8S (ωB97M-V with the def2-TZVPD basis set).

XYZ file:
```
73
Properties=species:S:1:pos:R:3:mulliken_charge:R:1
Mo 0.1372 -0.0617 0.7357 -1.741
Cl 5.5464 0.4655 1.8869 -0.224
Cl 0.2789 0.1650 3.3262 -0.135
S 2.5567 0.2120 0.9179 -0.224
N -2.8023 -0.7090 -0.2517 -0.561
N -2.0934 0.1752 0.4267 0.783
N 0.1478 -0.0409 -1.3676 0.765
N -4.0276 -0.3320 -0.1009 1.139
N -0.1090 2.0877 0.8015 0.828
N -0.1164 7.2986 -6.4944 -0.524
N -5.0824 -1.0802 -0.6090 -0.667
N -4.2194 0.7302 0.6385 -1.044
C -0.5422 -3.1908 1.6262 3.552
C -2.0473 -3.1994 1.8962 -2.267
C -1.0028 -5.1540 0.0432 -0.295
C -0.2308 2.9420 1.8233 -0.934
C 1.0616 5.2249 -3.9340 -0.858
C 0.0724 1.1155 -2.1629 -0.371
C -1.2190 3.7024 -3.4810 0.132
C -0.5749 -6.0988 -0.8841 -0.830
C 0.7509 -6.1418 -1.2792 -0.418
C 3.6633 0.4671 5.3843 -0.383
C 1.0684 4.2380 -2.9631 0.126
C -0.2788 4.2191 0.0101 -0.787
C 0.2020 -3.4463 2.9517 -1.716
C 0.2445 -1.0594 -2.1920 -0.326
C -0.1348 2.8628 -0.3563 0.033
C -0.1130 -4.2387 0.5914 -0.043
C 1.2243 -4.2970 0.1888 0.036
C 2.3331 0.3651 5.0204 -0.940
C 2.9309 0.3127 2.6327 0.374
C -1.2377 4.6933 -4.4482 -0.889
C -2.9666 1.0361 0.9594 -0.545
C 0.1484 0.7115 -3.5423 -0.874
C -0.1721 -1.8403 1.1043 0.046
C -0.0463 2.4003 -1.6901 1.310
C -0.3404 4.2685 1.3889 -1.371
C 1.6519 -5.2338 -0.7365 -0.998
C -0.0700 3.4729 -2.7337 -0.450
C 4.2660 0.4207 3.0601 0.142
C 0.2468 -0.6426 -3.5574 -1.321
C -0.0942 5.4528 -4.6754 0.582
C 4.6309 0.4955 4.3916 -0.716
C -0.1066 6.4795 -5.6890 -0.088
C 2.0088 0.2928 3.6775 0.812
H 1.0831 -6.8766 -2.0009 0.405
H -0.0123 -4.4580 3.3016 0.450
H -0.2268 2.5924 2.8421 0.611
H -1.2871 -6.8027 -1.2961 0.389
H 5.6796 0.5767 4.6411 0.412
H -2.6220 -3.0564 0.9810 0.508
H 1.5481 0.3415 5.7640 0.423
H -0.4408 5.1371 2.0181 0.464
H -2.1015 3.1025 -3.2992 0.489
H 2.6931 -5.2563 -1.0320 0.404
H 0.3268 -1.2903 -4.4150 0.460
H 1.9461 5.8180 -4.1215 0.450
H -2.3527 -4.1362 2.3663 0.482
H -2.0444 -5.1415 0.3329 0.379
H 1.9460 -3.6020 0.6038 0.326
H -5.8117 -0.4175 -0.8480 0.296
H -0.1215 -2.7336 3.7117 0.418
H 1.9610 4.0530 -2.3797 0.527
H 0.3139 -2.0686 -1.8096 0.445
H -2.2926 -2.3840 2.5793 0.347
H 0.7899 -1.7796 0.4582 0.190
H -2.1305 4.8799 -5.0292 0.445
H 1.2797 -3.3417 2.8255 0.292
H -4.7319 -1.5369 -1.4446 0.290
H 0.1380 1.3766 -4.3900 0.511
H 3.9438 0.5251 6.4266 0.374
H -0.3298 5.0495 -0.6747 0.509
H -2.6866 1.8887 1.5535 0.584
```

The calculation puts the total energy at -3099.068804 a.u. The energy above the lowest of the compared OMol25 structures with the same formula, charge and spin is 0.088 eV. The net charge is 0. The HOMO-LUMO gap comes out at 6.19 eV.

Entry 3:
Entry from the Open Molecules 2025 dataset: 2 unconnected molecules or ions with the total composition C14H27Br2ClF3NO4P (ωB97M-V with the def2-TZVPD basis set).

XYZ file:
```
53
Properties=species:S:1:pos:R:3:mulliken_charge:R:1
Br 2.2209 -5.5682 -6.3466 -0.145
Br 3.4283 -3.7437 -3.5802 -0.071
Cl -1.3478 -1.8070 -1.5126 -0.471
P -0.7276 0.3392 -1.7150 0.174
F 0.0124 -5.4544 -4.8106 -0.199
F 0.8234 -3.8294 -2.9864 -0.247
F 1.7218 -6.1911 -3.8310 -0.213
O -0.5945 0.1707 -3.4247 -0.486
O 0.8935 -0.1531 -1.5360 -0.363
O -1.3129 2.6326 4.9949 -0.373
O -0.8135 0.4287 -0.0020 -0.125
N 2.6963 0.0962 -2.9848 -0.717
C 0.5369 -0.5228 -3.9054 -0.032
C -0.6811 4.8872 5.3553 -0.529
C 1.1664 -2.7419 -5.0742 -0.805
C 0.2268 -0.0182 2.7147 -0.687
C 0.0593 -1.7700 -4.6069 -0.930
C -1.5596 3.9617 4.5278 -0.416
C -0.8812 -0.9782 2.2256 -0.477
C -0.1545 2.6347 5.8358 -0.322
C 1.2920 -5.2729 -4.6702 0.617
C 1.5349 -3.8587 -4.0931 0.204
C 0.5122 3.9907 5.6553 -0.577
C 1.5081 -0.6716 -2.7114 0.368
C -2.1708 -0.2724 1.8768 -0.743
C -2.0928 0.5201 0.5461 -0.621
H 1.0870 4.3001 6.5279 0.345
H -2.9289 -1.0421 1.7615 0.285
H -0.5226 -1.6277 1.4419 0.205
H 0.8103 -3.2197 -5.9736 0.482
H 2.4455 1.0410 -3.2478 0.294
H -0.2531 0.9372 2.8969 -0.009
H -0.3228 1.7235 -1.7609 -0.247
H -1.1092 -1.6244 3.0746 0.423
H -0.4871 2.4876 6.8701 0.277
H 0.6812 -0.3801 3.6245 0.368
H -0.4175 -1.4327 -5.5206 0.331
H 1.7411 -1.6869 -2.4285 0.123
H 0.9881 0.1995 -4.5814 0.341
H -0.4214 5.8060 4.8308 0.330
H -2.3020 1.5724 0.7719 0.273
H -2.4992 0.3537 2.6997 0.349
H 0.9452 0.0645 1.9100 0.182
H -2.0587 0.7641 -1.9718 0.048
H -1.2946 4.0056 3.4663 0.252
H 2.0522 -2.1679 -5.2845 0.439
H -1.1891 5.1567 6.2852 0.250
H -0.7142 -2.2663 -4.0481 0.239
H -2.6222 4.1867 4.6289 0.281
H -2.8719 0.1294 -0.1039 0.528
H 3.2836 0.1393 -2.1625 0.293
H 0.4989 1.8075 5.5569 0.226
H 1.1848 3.9649 4.7951 0.278
```

The calculation puts the total energy at -7154.602964 a.u. The net charge is -1. The HOMO-LUMO gap comes out at 7.26 eV.

Entry 4:
Entry from the Open Molecules 2025 dataset: H4O3Si in the gas phase (ωB97M-V with the def2-TZVPD basis set).

XYZ file:
```
8
Properties=species:S:1:pos:R:3:mulliken_charge:R:1
Si -0.0322 0.2236 0.4668 0.671
O 1.5009 0.4105 -0.1331 -0.471
O -1.2009 1.2538 -0.0538 -0.524
O -0.5863 -1.2768 -0.0639 -0.463
H -1.5706 0.9021 -1.1336 0.359
H 0.0442 0.4374 1.8265 -0.151
H 0.0869 -1.8708 -0.0419 0.274
H 1.7579 -0.0798 -0.8670 0.303
```

The calculation puts the total energy at -517.714758 a.u. The energy above the lowest of the compared OMol25 structures with the same formula, charge and spin is 0.632 eV. The net charge is 0. The HOMO-LUMO gap comes out at 12.11 eV.

Entry 5:
Entry from the Open Molecules 2025 dataset: 7 unconnected molecules or ions with the total composition C48H36F3NO16 (ωB97M-V with the def2-TZVPD basis set).

XYZ file:
```
104
Properties=species:S:1:pos:R:3:mulliken_charge:R:1
F -0.6193 -0.0256 -3.4650 -0.229
F -2.0525 -0.3147 -5.0298 -0.349
F -1.3346 1.6416 -4.6302 -0.375
O 0.0574 0.9187 6.5089 -0.551
O -8.1396 -1.2584 -1.3831 -0.540
O -0.7471 -4.2103 2.1636 -0.535
O 3.7966 5.3248 -4.1590 -0.570
O 6.4789 0.5659 -1.6754 -0.568
O -3.4822 4.4573 8.2333 -0.537
O -3.6384 -6.7564 5.7912 -0.540
O -5.9219 -2.0752 -3.0547 -0.604
O 0.5895 -5.8937 -5.0781 -0.546
O -0.6431 3.4266 -1.9865 -0.489
O 9.2154 4.0012 -1.3128 -0.542
O 12.4915 -0.0829 -0.5351 -0.545
O -3.8496 0.8568 3.5509 -0.527
O -2.7672 -2.7528 -2.4602 -0.531
O 1.4747 0.1461 -0.0360 -0.496
O -5.2593 2.3060 -1.7963 -0.575
N -3.2265 -1.1117 2.6387 -0.400
C 2.0844 3.7119 -4.2388 -0.342
C -2.2341 -4.0478 3.9810 -0.298
C -2.9585 -4.6885 4.8948 -0.427
C 10.3156 0.6386 -1.0722 -0.412
C 9.9633 3.0650 -1.1356 0.346
C 9.4903 1.6634 -1.2672 -0.301
C -5.3381 1.1573 -1.4926 -0.047
C 3.7023 -0.5786 0.2093 -0.575
C 2.7801 4.8923 -3.6652 0.155
C -0.5682 -3.5486 -2.6833 -0.460
C -5.1657 0.0489 -2.4527 0.516
C 4.9606 -0.4695 -0.2048 -0.334
C -2.6746 3.6465 7.8374 0.297
C -2.9786 -6.1722 4.9628 0.344
C -1.7039 0.4818 -4.0374 0.995
C -5.9802 -0.9629 -2.2792 0.589
C -1.3969 3.4183 8.5620 -0.402
C -7.0234 -0.8880 -1.2096 -0.176
C 2.9931 1.1665 -1.4850 -0.240
C 2.6242 0.2338 -0.4024 0.134
C -2.1555 -6.9151 3.9724 -0.339
C 4.2490 1.2789 -1.9041 -0.061
C 5.3329 0.4666 -1.2950 0.134
C -2.9198 2.8445 6.6128 -0.291
C -3.6798 0.9170 1.2109 -0.056
C -4.1310 0.0978 -3.5247 -0.708
C -0.7546 1.7291 6.9027 0.344
C -2.0300 1.9568 6.1796 -0.262
C -1.9975 -3.4763 -3.0632 0.471
C -5.7215 0.7400 -0.1001 0.442
C -1.4304 -6.2752 3.0601 -0.386
C -1.4139 -4.7932 2.9952 0.436
C -2.4573 -4.3082 -4.2009 -0.358
C 0.3704 3.8676 -2.4886 0.655
C -3.5830 0.2517 2.5661 -0.016
C -6.5616 -0.2477 0.0245 -0.167
C 0.2764 -4.3370 -3.3409 -0.367
C -5.1125 1.4528 1.0340 -1.525
C 2.1805 5.5217 -2.4593 -0.432
C 0.9659 3.2377 -3.6952 -0.278
C -0.5073 2.5305 8.1285 -0.395
C 11.7398 0.8503 -0.7148 0.379
C 12.2122 2.2527 -0.5838 -0.388
C -2.8269 0.7513 -3.0601 -0.854
C 1.0636 5.0472 -1.9144 -0.507
C 11.3896 3.2789 -0.7778 -0.374
C -0.1775 -5.1739 -4.4804 0.272
C -1.6133 -5.0958 -4.8597 -0.410
H 3.4059 -1.2528 1.0004 0.455
H -5.0701 2.5012 0.8057 0.378
H 8.4485 1.5245 -1.5276 0.640
H 0.4458 2.3806 -4.0943 0.491
H -6.8833 -0.6030 0.9776 0.582
H -1.2379 4.0127 9.4526 0.408
H -3.5630 -4.1658 5.6251 0.439
H -3.9029 -0.9139 -3.7897 0.373
H 1.3247 -4.4076 -3.0801 0.435
H -2.1942 1.3634 5.2886 0.502
H 2.7042 6.3792 -2.0566 0.435
H 2.1843 1.7453 -1.9108 0.479
H -0.8237 -6.7964 2.3300 0.409
H 0.6121 5.4900 -1.0355 0.444
H -5.3177 -2.6709 -2.6051 0.302
H -4.4577 0.6936 -4.3582 0.479
H -2.2104 -2.9647 3.9146 0.494
H -5.6394 1.2831 1.9516 0.670
H 13.2546 2.3847 -0.3232 0.404
H 4.5415 1.9573 -2.6966 0.541
H 5.7662 -1.0496 0.2262 0.448
H 11.7129 4.3080 -0.6865 0.410
H -3.4958 0.1670 0.4648 -0.035
H -2.9221 1.6661 1.0651 0.539
H -4.0130 -1.6863 2.3540 0.322
H -2.9178 1.8176 -2.9873 0.507
H 0.4295 2.3491 8.6401 0.411
H -0.2586 -2.9338 -1.8493 0.590
H 9.9916 -0.3903 -1.1637 0.434
H -2.1830 -7.9951 4.0398 0.410
H 2.5369 3.2675 -5.1166 0.453
H -2.5060 0.3883 -2.1011 0.256
H -2.4961 -1.3065 1.9712 0.302
H -3.5068 -4.2356 -4.4594 0.430
H -1.9242 -5.7119 -5.6935 0.431
H -3.8556 3.0228 6.0985 0.459
```

The calculation puts the total energy at -3408.662242 a.u. The net charge is 0. The HOMO-LUMO gap comes out at 8.03 eV.